One molecule with the formula C8H14N2O3S in a non-equilibrium geometry. Source: the Open Molecules 2025 dataset; level of theory: the ωB97M-V functional and the def2-TZVPD basis.

Last columns: bonded neighbours and bond lengths (Å).
Positions of all 28 atoms, in Å:
1 C 3.02 0.43 1.71  N2 1.425, H15 1.095, H16 1.104, H17 1.200
2 N 1.63 0.73 1.56  C1 1.425, C3 1.313, H18 1.023
3 C 1.24 1.33 0.46  N2 1.313, O4 1.180, C5 1.562
4 O 1.89 1.66 -0.47  C3 1.180
5 C -0.32 1.39 0.43  C3 1.562, C6 1.557, C11 1.595, H19 1.155
6 C -0.95 2.51 -0.45  C5 1.557, O7 1.534, H20 1.045, H21 1.101
7 O -2.37 2.00 -0.68  C6 1.534, C8 1.391
8 C -2.51 0.64 -0.42  O7 1.391, N9 1.544, C11 1.669, H22 1.106
9 N -3.08 0.17 0.94  C8 1.544, O10 1.207
10 O -3.01 0.98 1.83  N9 1.207
11 C -0.92 0.14 -0.36  C5 1.595, C8 1.669, C12 1.548, S13 1.761
12 C -0.27 -0.09 -1.74  C11 1.548, H23 1.145, H24 1.114, H25 1.163
13 S -0.83 -1.23 0.75  C11 1.761, C14 1.856
14 C -2.04 -2.40 -0.04  S13 1.856, H26 1.060, H27 1.004, H28 1.014
15 H 3.42 0.22 0.72  C1 1.095
16 H 3.63 1.23 2.16  C1 1.104
17 H 3.22 -0.42 2.53  C1 1.200
18 H 0.85 0.38 2.12  N2 1.023
19 H -0.73 1.41 1.51  C5 1.155
20 H -1.20 3.48 -0.14  C6 1.045
21 H -0.38 2.56 -1.39  C6 1.101
22 H -2.97 0.03 -1.22  C8 1.106
23 H 0.68 0.54 -1.82  C12 1.145
24 H -0.97 0.20 -2.56  C12 1.114
25 H 0.04 -1.21 -1.78  C12 1.163
26 H -2.47 -1.89 -0.86  C14 1.060
27 H -2.75 -2.65 0.63  C14 1.004
28 H -1.47 -3.22 -0.24  C14 1.014

## Properties
structure (SMILES)	CNC(=O)[C@H]1CO[C@H](N=O)[C@]1(C)SC
molecular weight	218.278	g/mol
HOMO (alpha / beta)	-0.3108 / -0.3109	Eh
lowest unoccupied orbital energy (alpha / beta)	-0.01 / -0.01	eV
frontier orbital gap (alpha / beta)	0.3104 / 0.3104	hartree
E_tot	-28476.7461	eV